Entry w
The molecule C4H10N2S, computed with ωB97M-V with the def2-TZVPD basis set.

Properties
SMILES: NC[C@H]1NC[C@H]1S
Orbital gap in eV: 9.682
HOMO energy in eV: -8.89

ORCA input file:
```
! RIJCOSX wB97M-V def2-TZVPD def2/J DEFGRID3
* xyz 0 1
C -0.603 -0.408 1.496
C -0.225 -1.085 0.153
C -1.042 -0.120 -1.533
C 0.372 -0.148 -0.935
H 0.248 -0.075 3.275
H 1.079 0.596 1.966
H -1.366 -1.112 2.044
H -1.168 0.552 1.238
H 0.353 -1.995 0.341
H -2.266 -1.333 -0.300
H -1.143 -0.263 -2.618
H -1.607 0.757 -1.268
H 1.065 -0.706 -1.622
H 2.356 1.111 -0.456
N 0.542 -0.219 2.335
N -1.356 -1.326 -0.742
S 1.071 1.490 -0.552
*
```


Entry x
The molecule C4H10N2S, computed with ωB97M-V with the def2-TZVPD basis set.

Properties
SMILES: C/C(CCS)=N/N
Orbital gap in eV: 9.486
HOMO energy in eV: -8.70

ORCA input file:
```
! RIJCOSX wB97M-V def2-TZVPD def2/J DEFGRID3
* xyz 0 1
C -1.862 -1.016 -0.729
C -0.892 0.043 -0.150
C 0.228 -0.417 0.813
C 1.582 -0.873 0.395
H -1.965 -1.760 0.246
H -2.788 -0.661 -1.262
H -1.151 -1.628 -1.438
H -0.275 -1.195 1.477
H 0.337 0.375 1.549
H 1.644 -1.851 -0.160
H 2.039 -1.069 1.357
H 1.684 0.853 -1.444
H -0.668 3.143 -0.228
H 0.806 2.140 0.047
N -1.135 1.319 -0.236
N -0.208 2.254 0.307
S 2.623 0.342 -0.544
*
```


Which of them is most stable? Easy: entry w.


Entry w
A cluster of 2 separate species, C2H2Cl4O in total, computed with ωB97M-V with the def2-TZVPD basis set.

Properties
Orbital gap (spin up / spin down) in eV: 7.243 / 8.181
HOMO energy (spin up / spin down) in eV: -7.78 / -8.15

ORCA input file:
```
! RIJCOSX wB97M-V def2-TZVPD def2/J DEFGRID3
* xyz 0 1
C -1.295 0.099 -0.307
C 1.233 -0.192 -0.231
O -1.346 -0.377 0.879
Cl -1.103 1.798 -0.647
Cl 1.361 -1.384 0.987
Cl 1.920 -0.589 -1.733
Cl 1.834 1.385 0.377
H -1.756 -0.691 -0.993
H -0.847 -0.050 1.670
*
```


Entry x
A cluster of 2 separate species, C2H2Cl4O in total, computed with ωB97M-V with the def2-TZVPD basis set.

Properties
Orbital gap in eV: 10.181
HOMO energy in eV: -9.68

ORCA input file:
```
! RIJCOSX wB97M-V def2-TZVPD def2/J DEFGRID3
* xyz 0 1
C -0.867 -0.179 0.440
C 1.089 0.239 -0.040
O -1.597 0.609 -0.400
Cl -0.874 -1.935 -0.007
Cl 1.388 -0.476 -1.553
Cl 1.379 1.923 0.036
Cl 2.020 -0.571 1.278
H -1.082 -0.130 1.565
H -1.456 0.520 -1.319
*
```


Which of them is most stable? Easy: entry x.


Entry w
A structure of composition C5H12N2O2, computed with ωB97M-V with the def2-TZVPD basis set.

Properties
Orbital gap in eV: 7.655
HOMO energy in eV: -7.53

ORCA input file:
```
! RIJCOSX wB97M-V def2-TZVPD def2/J DEFGRID3
* xyz 0 1
C 0.908 0.213 -1.011
C -0.498 0.643 -0.785
C 0.952 -0.529 1.320
C -0.588 2.108 -0.381
C -0.854 -0.295 0.385
N -1.043 -1.659 -0.153
N 1.201 -0.931 -1.593
O 0.642 0.049 2.526
O -1.571 0.125 1.335
H -0.347 0.164 2.498
H 1.715 0.923 -0.877
H -1.120 0.444 -1.669
H -1.960 -1.666 -0.600
H -1.112 -2.299 0.633
H 2.161 -1.242 -1.634
H 0.465 -1.645 -1.504
H 0.960 -1.631 1.308
H 1.939 -0.179 1.007
H -0.274 2.765 -1.196
H 0.035 2.297 0.495
H -1.613 2.346 -0.103
*
```


Entry x
A cluster of 2 separate species, C5H12N2O2 in total, computed with ωB97M-V with the def2-TZVPD basis set.

Properties
SMILES: CCC(N)=O.CC(N)=O
Orbital gap in eV: 10.458
HOMO energy in eV: -9.73

ORCA input file:
```
! RIJCOSX wB97M-V def2-TZVPD def2/J DEFGRID3
* xyz 0 1
C 2.211 -2.453 -0.934
C 1.602 -1.233 -1.575
O 2.309 -0.290 -1.880
N 0.254 -1.139 -1.747
H 1.974 -2.557 0.147
H 3.271 -2.438 -1.208
H -0.255 -0.405 -2.203
H -0.370 -1.861 -1.417
H 1.838 -3.478 -1.073
C -0.119 1.212 0.791
C -0.681 2.581 1.014
C -1.153 0.125 1.046
O -0.826 -1.003 1.370
N -2.497 0.435 1.110
H 0.256 1.065 -0.240
H 0.728 1.032 1.477
H -0.166 3.473 0.513
H -3.218 -0.258 1.187
H -2.802 1.388 1.052
H -0.745 2.960 2.056
H -1.610 2.846 0.514
*
```


Entry y
The molecule C5H12N2O2, computed with ωB97M-V with the def2-TZVPD basis set.

Properties
SMILES: C[C@@H](O)[C@H](C)N(C)N=O
Orbital gap (spin up / spin down) in eV: 9.320 / 9.321
HOMO energy (spin up / spin down) in eV: -8.96 / -8.96

ORCA input file:
```
! RIJCOSX wB97M-V def2-TZVPD def2/J DEFGRID3
* xyz 0 1
C -0.384 -0.533 -0.249
C -1.119 1.094 -0.071
C 1.893 -0.300 0.757
C -0.918 -1.436 0.851
C -0.191 2.115 -0.660
N 1.022 -0.516 -0.379
O -2.395 1.068 -0.626
N 1.168 -1.801 -1.162
O 1.959 -2.603 -0.736
H -2.321 1.117 -1.588
H -0.846 -0.744 -1.215
H -1.264 1.213 1.003
H 2.858 0.042 0.384
H 2.085 -1.238 1.287
H 1.445 0.414 1.452
H -2.011 -1.390 0.858
H -0.597 -2.474 0.714
H -0.570 -1.108 1.827
H 0.841 1.732 -0.626
H -0.390 2.298 -1.718
H -0.264 3.050 -0.103
*
```


Which of them is most stable? Easy: entry x.


Entry w
A cluster of 2 separate species, C5H12N2O2 in total, computed with ωB97M-V with the def2-TZVPD basis set.

Properties
SMILES: [H]/N=C(/C)C=O.C[C@H](N)O
Orbital gap in eV: 9.316
HOMO energy in eV: -9.67

ORCA input file:
```
! RIJCOSX wB97M-V def2-TZVPD def2/J DEFGRID3
* xyz 0 1
C -0.217 -1.189 -0.879
C 1.129 -1.456 -1.557
N -0.432 -2.142 0.176
O -1.287 -1.244 -1.780
H -1.427 -2.167 -2.012
H -0.231 -0.133 -0.523
H 0.375 -2.206 0.783
H -1.238 -1.888 0.742
H 1.205 -0.856 -2.460
H 1.944 -1.193 -0.889
H 1.209 -2.504 -1.818
C 0.379 2.732 0.380
C 0.136 1.559 1.268
C -1.189 0.863 1.133
N 1.011 1.178 2.096
O -1.468 -0.126 1.771
H 0.719 0.370 2.650
H -1.914 1.331 0.444
H 1.361 3.147 0.583
H 0.317 2.432 -0.665
H -0.382 3.491 0.557
*
```


Entry x
A cluster of 2 separate species, C5H12N2O2 in total, computed with ωB97M-V with the def2-TZVPD basis set.

Properties
SMILES: [H]/N=C\NCCCC=O.O
Orbital gap in eV: 9.987
HOMO energy in eV: -9.43

ORCA input file:
```
! RIJCOSX wB97M-V def2-TZVPD def2/J DEFGRID3
* xyz 0 1
O -1.927 -2.530 0.483
C -0.865 -2.328 -0.055
C -0.147 -1.015 -0.050
C 1.382 -0.984 0.111
C 1.964 0.425 0.340
N -0.628 2.708 -0.899
C 0.286 2.246 -0.165
N 1.339 1.432 -0.549
H -0.419 -3.174 -0.621
H -0.313 -0.503 -1.008
H -0.752 -0.424 0.637
H 1.815 -1.574 -0.693
H 1.669 -1.555 1.011
H 1.613 0.696 1.334
H 3.020 0.438 0.088
H -0.573 2.523 -1.885
H 0.368 2.557 0.879
H 1.208 1.088 -1.491
H -3.015 -0.779 0.592
H -2.731 0.754 0.849
O -3.292 0.000 1.092
*
```


Which of them is most stable? Easy: entry w.


Entry w
A cluster of 2 separate species, C5H12N2O2 in total, computed with ωB97M-V with the def2-TZVPD basis set.

Properties
SMILES: N/C=C(\N)O.CCC=O
Orbital gap in eV: 8.190
HOMO energy in eV: -7.65

ORCA input file:
```
! RIJCOSX wB97M-V def2-TZVPD def2/J DEFGRID3
* xyz 0 1
C -1.263 0.514 0.750
C -1.920 -0.780 1.193
C -0.877 0.779 -0.911
O -0.880 1.929 -1.323
H -1.383 -0.043 -1.456
H -0.397 0.776 1.364
H -1.961 1.345 0.871
H -1.222 -1.614 1.258
H -2.734 -1.067 0.525
H -2.332 -0.685 2.199
C 1.130 -0.756 -0.159
N 1.642 -0.490 1.079
N 1.824 1.393 -1.029
C 1.085 0.186 -1.198
O 0.713 -2.037 -0.327
H 0.228 -2.116 -1.158
H 2.345 0.239 1.093
H 1.632 -1.270 1.720
H 1.887 1.899 -1.905
H 1.354 2.018 -0.379
H 1.129 -0.219 -2.208
*
```


Entry x
A structure of composition C5H12N2O2, computed with ωB97M-V with the def2-TZVPD basis set.

Properties
Orbital gap (spin up / spin down) in eV: 7.487 / 7.486
HOMO energy (spin up / spin down) in eV: -8.04 / -8.04

ORCA input file:
```
! RIJCOSX wB97M-V def2-TZVPD def2/J DEFGRID3
* xyz 0 1
C -1.234 0.172 0.171
C -0.954 1.039 -1.077
N -1.742 0.653 -2.238
O -1.012 -1.129 0.041
O -2.529 0.463 0.649
H 0.248 -1.430 -0.147
H -2.859 -0.368 1.014
H -0.455 0.620 0.969
H -1.605 -0.338 -2.415
H -2.727 0.769 -2.022
H 0.108 0.944 -1.315
H -1.155 2.084 -0.835
C 2.328 -0.770 0.118
C 2.069 0.267 1.044
C 0.958 0.292 1.853
N 1.424 -1.608 -0.311
H 1.731 -2.335 -0.944
H 3.336 -0.840 -0.290
H 2.786 1.078 1.083
H 0.424 -0.630 2.050
H 0.859 1.068 2.602
*
```


Which of them is most stable? Easy: entry w.


Entry w
A cluster of 4 separate species, C4H16N8O4 in total, computed with ωB97M-V with the def2-TZVPD basis set.

Properties
SMILES: NC(N)=O.NC(N)=O.NC(N)=O.NC(N)=O
Orbital gap in eV: 9.619
HOMO energy in eV: -9.45

ORCA input file:
```
! RIJCOSX wB97M-V def2-TZVPD def2/J DEFGRID3
* xyz 0 1
C -0.552 -1.407 -3.779
O -0.541 -2.490 -3.209
N -0.716 -0.258 -3.076
N -0.372 -1.248 -5.123
H -0.714 0.619 -3.563
H -0.787 -0.267 -2.073
H -0.571 -0.342 -5.504
H -0.298 -2.063 -5.699
C -0.936 -0.413 0.871
O -1.441 0.184 -0.088
N -0.662 -1.745 0.812
N -0.573 0.257 2.000
H -0.622 -1.975 -0.174
H 0.126 -2.078 1.365
H -0.066 -0.286 2.679
H -0.605 1.250 2.109
C -1.414 3.680 -0.861
O -0.785 4.712 -1.029
N -1.608 2.773 -1.844
N -1.984 3.310 0.333
H -1.292 3.047 -2.755
H -2.093 1.912 -1.664
H -1.870 3.962 1.087
H -1.988 2.315 0.508
C 2.518 -1.930 3.209
O 1.725 -2.251 2.334
N 2.199 -2.053 4.541
N 3.667 -1.297 2.952
H 1.235 -2.145 4.792
H 2.935 -1.826 5.183
H 4.290 -0.960 3.661
H 3.796 -0.988 2.006
*
```


Entry x
A cluster of 4 separate species, C4H16N8O4 in total, computed with ωB97M-V with the def2-TZVPD basis set.

Properties
SMILES: NC(N)=O.NC(N)=O.NC(N)=O.NC(N)=O
Orbital gap in eV: 9.969
HOMO energy in eV: -9.34

ORCA input file:
```
! RIJCOSX wB97M-V def2-TZVPD def2/J DEFGRID3
* xyz 0 1
C -1.199 -3.236 1.542
O -2.220 -3.791 1.135
N -0.190 -2.758 0.761
N -1.006 -2.856 2.817
H 0.443 -2.051 1.092
H 0.100 -3.190 -0.100
H -0.143 -2.371 3.002
H -1.595 -3.021 3.613
C 0.893 1.765 -3.210
O 1.065 1.487 -2.010
N -0.344 2.081 -3.601
N 1.812 1.653 -4.178
H -1.062 2.059 -2.887
H -0.575 2.270 -4.560
H 1.760 2.441 -4.807
H 2.717 1.289 -3.930
C -1.997 0.345 -0.483
O -2.364 1.382 -1.040
N -2.908 -0.615 -0.144
N -0.714 -0.044 -0.299
H -3.821 -0.253 -0.371
H -2.757 -1.436 0.417
H -0.499 -0.983 0.015
H -0.089 0.309 -1.012
C 1.751 0.675 2.157
O 1.506 -0.514 1.953
N 1.822 1.609 1.228
N 2.035 1.178 3.404
H 1.703 2.568 1.504
H 1.406 1.372 0.334
H 2.371 2.117 3.498
H 2.100 0.519 4.160
*
```


Entry y
A cluster of 4 separate species, C4H16N8O4 in total, computed with ωB97M-V with the def2-TZVPD basis set.

Properties
SMILES: NC(N)=O.NC(N)=O.NC(N)=O.NC(N)=O
Orbital gap in eV: 9.568
HOMO energy in eV: -8.94

ORCA input file:
```
! RIJCOSX wB97M-V def2-TZVPD def2/J DEFGRID3
* xyz 0 1
C 0.742 1.710 -1.064
O 0.364 0.912 -0.204
N -0.100 2.659 -1.569
N 1.937 1.567 -1.702
H 0.187 3.419 -2.155
H -1.038 2.625 -1.210
H 2.489 0.775 -1.398
H 2.257 2.151 -2.450
C 3.330 -1.560 -0.071
O 3.564 -0.999 -1.135
N 4.240 -2.343 0.586
N 2.112 -1.425 0.551
H 4.016 -2.652 1.514
H 5.174 -2.487 0.256
H 1.569 -0.728 0.063
H 2.056 -1.463 1.553
C -1.690 -1.733 -1.953
O -0.649 -1.814 -2.588
N -2.829 -2.375 -2.388
N -1.806 -1.012 -0.803
H -3.704 -2.213 -1.927
H -2.748 -3.057 -3.116
H -2.654 -0.853 -0.295
H -0.896 -0.604 -0.603
C -2.255 1.204 2.376
O -2.820 0.559 1.505
N -2.792 1.382 3.619
N -1.012 1.735 2.185
H -3.697 0.974 3.750
H -2.264 1.766 4.378
H -0.659 2.340 2.907
H -0.422 1.542 1.390
*
```


Which of them is most stable? Easy: entry y.


Entry w
The molecule C19H31N3O4, computed with ωB97M-V with the def2-TZVPD basis set.

Properties
SMILES: C=C(C)CC(=O)N[C@H]1C[C@H]2CC[C@@H]([C@H]1C)N2C(=O)C(C)(C)NC(=O)OC
Orbital gap in eV: 9.755
HOMO energy in eV: -9.16

ORCA input file:
```
! RIJCOSX wB97M-V def2-TZVPD def2/J DEFGRID3
* xyz 0 1
C -0.433 4.167 -3.650
C -1.185 4.426 -2.585
C -2.613 3.979 -2.469
C -0.643 5.157 -1.386
C -0.443 4.235 -0.183
O -0.773 4.553 0.945
N 0.149 3.055 -0.481
C 0.398 2.040 0.537
C -0.863 1.211 0.835
C -1.042 0.025 -0.113
C -1.023 0.412 -1.601
C 0.471 0.320 -1.999
C 1.187 -0.061 -0.692
C 1.596 1.141 0.177
C 2.766 1.908 -0.426
N 0.124 -0.888 -0.080
C 0.406 -1.554 1.143
O 0.823 -1.019 2.142
C 0.140 -3.057 1.087
C -1.310 -3.307 0.658
C 1.115 -3.664 0.068
N 0.387 -3.563 2.426
C 0.297 -4.867 2.768
O -0.038 -5.777 2.040
O 0.632 -5.033 4.068
C 0.553 -6.383 4.530
H 0.591 4.518 -3.716
H -0.825 3.617 -4.497
H -3.276 4.845 -2.408
H -2.916 3.368 -3.318
H -2.766 3.406 -1.550
H 0.318 5.621 -1.619
H -1.327 5.939 -1.058
H 0.311 2.857 -1.453
H 0.649 2.601 1.439
H -0.804 0.837 1.858
H -1.736 1.867 0.787
H -1.947 -0.526 0.151
H -1.609 -0.305 -2.174
H -1.451 1.400 -1.768
H 0.617 -0.471 -2.733
H 0.864 1.234 -2.445
H 2.067 -0.682 -0.877
H 1.934 0.721 1.125
H 2.552 2.295 -1.424
H 3.032 2.760 0.203
H 3.642 1.262 -0.506
H -1.482 -2.901 -0.338
H -1.490 -4.380 0.643
H -2.005 -2.848 1.363
H 0.937 -3.237 -0.918
H 2.148 -3.470 0.364
H 0.960 -4.740 0.029
H 0.720 -2.901 3.110
H 0.848 -6.352 5.574
H -0.462 -6.764 4.433
H 1.227 -7.024 3.964
*
```


Entry x
The molecule C19H31N3O4, computed with ωB97M-V with the def2-TZVPD basis set.

Properties
SMILES: C=C(C)CC(=O)N[C@H]1C[C@H]2CC[C@@H]([C@H]1C)N2C(=O)C(C)(C)NC(=O)OC
Orbital gap in eV: 9.919
HOMO energy in eV: -9.32

ORCA input file:
```
! RIJCOSX wB97M-V def2-TZVPD def2/J DEFGRID3
* xyz 0 1
C -1.922 -5.225 -0.172
C -0.642 -5.145 -0.522
C -0.199 -4.899 -1.935
C 0.470 -5.259 0.487
C 1.153 -3.917 0.747
O 2.364 -3.795 0.792
N 0.297 -2.886 0.939
C 0.771 -1.535 1.212
C 1.233 -0.826 -0.071
C 0.088 -0.180 -0.847
C -1.102 -1.108 -1.134
C -2.030 -0.927 0.091
C -1.251 0.027 1.009
C -0.272 -0.689 1.961
C -1.002 -1.456 3.057
N -0.579 0.859 -0.022
C 0.118 1.983 0.417
O 0.578 2.109 1.534
C 0.387 3.078 -0.638
C 1.763 2.804 -1.269
C -0.710 3.139 -1.695
N 0.435 4.317 0.138
C 0.743 5.521 -0.401
O 0.838 5.781 -1.581
O 0.918 6.435 0.581
C 1.214 7.753 0.115
H -2.213 -5.424 0.853
H -2.715 -5.116 -0.901
H 0.359 -5.760 -2.311
H -1.044 -4.716 -2.598
H 0.480 -4.043 -1.986
H 0.088 -5.635 1.438
H 1.250 -5.937 0.141
H -0.685 -3.073 0.829
H 1.642 -1.660 1.857
H 1.955 -0.049 0.196
H 1.761 -1.543 -0.702
H 0.469 0.257 -1.769
H -1.607 -0.780 -2.042
H -0.785 -2.138 -1.285
H -2.965 -0.458 -0.211
H -2.293 -1.864 0.581
H -1.910 0.664 1.601
H 0.295 0.104 2.444
H -1.676 -2.222 2.669
H -0.288 -1.954 3.716
H -1.598 -0.771 3.662
H 1.763 1.889 -1.860
H 2.016 3.635 -1.925
H 2.522 2.720 -0.490
H -0.751 2.206 -2.256
H -1.682 3.297 -1.227
H -0.507 3.959 -2.380
H 0.589 4.203 1.129
H 1.329 8.359 1.008
H 2.134 7.758 -0.468
H 0.403 8.134 -0.502
*
```


Which of them is most stable? Easy: entry x.


Entry w
A cluster of 2 separate species, C2H8N2O2 in total, computed with ωB97M-V with the def2-TZVPD basis set.

Properties
SMILES: NC=O.NCO
Orbital gap in eV: 10.127
HOMO energy in eV: -9.36

ORCA input file:
```
! RIJCOSX wB97M-V def2-TZVPD def2/J DEFGRID3
* xyz 0 1
N -0.744 -0.850 1.742
C -2.099 -0.383 1.515
O -1.984 0.881 0.806
H -0.661 -1.819 2.137
H -0.147 -0.179 2.360
H -2.605 -1.077 0.901
H -2.822 -0.086 2.293
H -1.663 0.744 -0.170
C 2.239 0.526 -1.320
N 1.891 0.348 -2.601
O 1.751 1.438 -0.577
H 3.133 -0.061 -0.981
H 1.164 0.928 -3.109
H 2.547 -0.410 -2.996
*
```


Entry x
The molecule C2H8N2O2, computed with ωB97M-V with the def2-TZVPD basis set.

Properties
SMILES: CC(O)(O)NN
Orbital gap in eV: 10.432
HOMO energy in eV: -9.55

ORCA input file:
```
! RIJCOSX wB97M-V def2-TZVPD def2/J DEFGRID3
* xyz 0 1
C -1.649 0.753 -0.082
C -0.302 0.145 0.270
N 1.972 -0.091 -0.344
N 0.655 0.305 -0.726
O 0.164 0.316 1.552
O -0.466 -1.528 0.194
H -2.213 0.585 0.790
H -1.431 1.787 -0.350
H -2.101 0.191 -0.973
H 2.706 0.464 -0.901
H 2.112 -1.049 -0.499
H 0.331 -0.108 -1.618
H 1.161 0.041 1.661
H -0.938 -1.809 1.027
*
```


Which of them is most stable? Easy: entry w.